Entry 1:
Computed, not measured: a single C4H2IN3S molecule at a distorted geometry, with ωB97M-V/def2-TZVPD.

```
! RIJCOSX wB97M-V def2-TZVPD def2/J DEFGRID3
* xyz 0 3
C -0.0136 0.2628 -2.2636
C 0.7507 0.3097 -1.1367
C -1.3690 0.1821 -0.6224
C -0.1409 -0.3391 2.2860
N -1.3621 0.1877 -1.8801
N 0.3946 -0.1607 1.1443
N -0.1646 0.0861 -0.0658
S -1.6110 -0.3813 3.0955
I 1.6129 -0.8487 3.6152
H 0.0987 0.3002 -3.3405
H 1.8043 0.4013 -0.8319
*
```

Results
LUMO (alpha / beta) = -0.6 / -3.6 eV
calculated total energy = -1013.5609 a.u.
Kohn-Sham gap (alpha / beta) = 8.791 / 5.581 eV
⟨S²⟩ = 2.019

Entry 2:
Computed, not measured: a single C4H2N2O molecule at a distorted geometry, with ωB97M-V/def2-TZVPD.

```
! RIJCOSX wB97M-V def2-TZVPD def2/J DEFGRID3
* xyz 0 1
N -1.8813 0.3413 0.4878
C -0.9058 -0.5773 0.6835
O -1.1050 -1.7582 0.8981
C 0.4619 -0.0526 0.6163
C 1.6334 0.2584 0.5855
C 3.0347 0.7699 0.5202
N 3.2268 -0.3931 0.7594
H -1.6787 1.3162 0.3434
H -2.8403 0.0348 0.5438
*
```

Results
LUMO = -0.8 eV
calculated total energy = -338.2171 a.u.
energy relative to the best compared isomer or geometry (same formula, charge and spin) = 3.382 eV
Kohn-Sham gap = 9.565 eV